No. 1
This record from the OMol25 dataset describes a molecular structure, C25H21AsCl3IrN2O2PS4. The level of theory is the ωB97M-V functional and the def2-TZVPD basis.

Output
* highest occupied orbital energy (alpha / beta): -3.798 / -5.416 eV
* total charge: -1
* spin multiplicity: 5

Last column: Löwdin charge in e.
CARTESIAN COORDINATES (ANGSTROEM)
C -2.465 3.773 1.153  -0.5835
C -0.003 -1.641 3.269  -0.7311
S -1.016 0.884 3.148  0.6001
C -4.500 4.850 1.780  -0.6840
As -2.853 -1.464 -1.508  0.9493
C -1.272 -2.481 -1.899  -0.2169
C 2.309 -2.136 -1.071  -0.1367
H -2.545 5.651 2.167  0.1013
Cl -0.729 3.794 1.092  0.6737
C 4.654 0.298 -1.297  -0.0837
N 1.212 -3.574 4.479  0.1589
C 4.285 2.914 -2.144  -0.0873
S 0.529 0.760 -0.588  0.2073
C -5.230 3.811 1.233  -0.1516
C -4.552 2.757 0.653  -0.5700
H -1.875 0.674 -2.337  0.0051
Cl -5.474 1.452 -0.040  0.6840
S 2.643 0.954 2.110  0.2415
C 3.531 1.005 -0.881  -0.3869
C 2.429 -3.512 -1.175  -0.0917
H -0.412 -1.870 -1.624  -0.0188
C 0.153 -0.274 5.267  -0.2840
C 2.797 -4.262 -0.063  -0.0880
H -6.310 3.817 1.257  0.0984
H -1.278 -3.383 -1.288  0.0440
H 2.871 -5.339 -0.139  0.0976
Cl -5.335 6.193 2.520  0.6210
C 2.565 -1.499 0.140  -0.4301
O -3.014 -1.218 0.128  -0.6478
Ir -1.317 0.152 0.929  0.7558
P 2.333 0.302 0.305  0.0705
C 3.355 2.321 -1.306  -0.1138
S -0.453 -1.948 1.644  0.6309
H 2.225 -4.003 -2.118  0.0983
H 2.003 -1.546 -1.929  0.0965
H -2.810 -0.147 -3.626  0.0403
H -4.412 -3.411 -1.558  0.0397
C -0.247 -0.452 3.902  -0.7555
H -4.286 -2.684 -3.184  0.0351
C -3.145 2.672 0.587  -0.5000
C 0.677 -2.700 3.955  -0.2877
H 3.321 -4.210 2.018  0.1026
C -2.788 0.129 -2.572  -0.2082
H -3.640 0.749 -2.304  0.0171
H 3.131 -1.744 2.183  0.0691
H 2.485 2.874 -0.976  0.0870
C 5.585 0.894 -2.137  -0.0922
C -4.369 -2.478 -2.117  -0.2038
H 6.127 2.666 -3.219  0.0952
O -2.549 1.672 0.013  -0.3501
C -3.118 4.839 1.744  -0.1438
C 3.058 -3.631 1.143  -0.0798
H -1.234 -2.735 -2.958  0.0419
H 4.141 3.936 -2.469  0.0997
C 2.950 -2.250 1.243  -0.1289
N 0.462 -0.117 6.364  0.1575
H 6.455 0.335 -2.455  0.0976
H 4.807 -0.720 -0.962  0.1031
C 5.401 2.201 -2.563  -0.1010
H -5.266 -1.895 -1.918  0.0372

No. 2
This record from the OMol25 dataset describes a molecular structure, C25H21Cl2N2O4Zn at a distorted geometry. The level of theory is the ωB97M-V functional and the def2-TZVPD basis.

Output
* highest occupied orbital energy: -3.175 eV
* total charge: -1
* spin multiplicity: 1

Last column: Löwdin charge in e.
CARTESIAN COORDINATES (ANGSTROEM)
H 1.450 0.271 1.476  0.1415
H -3.578 0.553 -1.865  0.1250
N 0.461 -0.869 -0.033  -0.0663
O 1.442 -2.907 -0.799  0.0867
H -6.534 -4.092 -2.467  0.0926
H -1.018 0.187 2.601  0.1058
C 7.114 0.004 1.643  -0.1014
C -0.685 2.427 0.148  -0.2017
C 5.861 0.120 2.261  -0.0854
O 2.667 -1.365 0.291  -0.0425
C -1.489 1.756 1.156  -0.0339
H 5.719 0.842 3.057  0.0962
H -5.560 0.401 -0.593  0.1091
H 3.822 -0.581 2.363  0.1164
O -2.678 -1.234 -1.253  -0.0249
C -7.231 -2.532 -1.142  -0.1027
H 3.926 -2.602 -0.803  0.1323
H 2.435 1.529 -0.927  0.1114
C -1.430 -0.718 -1.169  -0.5704
C 1.516 2.103 -0.850  -0.0246
C 0.483 1.678 -0.040  -0.1667
H -3.246 -0.652 -3.192  0.1245
C 0.506 0.505 0.911  -0.0949
C 6.209 -1.740 0.226  -0.0451
H 2.082 3.573 -2.344  0.0927
C -6.317 -3.115 -2.044  -0.0922
Cl 1.031 4.119 3.790  -0.1173
H 7.936 0.644 1.937  0.0909
C -0.734 3.723 -0.368  -0.0388
Zn -0.593 3.636 5.129  0.2447
C 1.333 3.275 -1.599  -0.0948
C -4.898 -1.162 -1.897  -0.1998
C 4.940 -1.582 0.811  -0.1920
C 7.275 -0.944 0.630  -0.1033
O -1.030 0.134 -1.974  0.0111
H -8.132 -3.065 -0.839  0.0898
C -5.795 -0.584 -0.983  -0.0373
C 4.791 -0.675 1.860  -0.0326
C -3.571 -0.510 -2.155  -0.1308
H -4.442 -2.874 -3.096  0.1191
H 6.319 -2.489 -0.559  0.1102
H -7.652 -0.793 0.069  0.0941
C 3.755 -2.313 0.249  -0.1256
H 3.497 -3.213 0.845  0.1435
C 1.515 -1.848 -0.241  -0.4975
C -0.788 0.715 1.663  -0.0460
H 8.243 -1.057 0.144  0.0952
C -6.950 -1.263 -0.621  -0.1042
N -0.731 -1.349 -0.127  -0.0003
C -5.159 -2.435 -2.402  -0.0403
Cl -2.487 2.681 4.779  -0.1082
C 0.221 4.093 -1.344  -0.1029
H 0.120 5.037 -1.873  0.0829
H -2.477 2.132 1.515  0.1098
H -1.461 4.423 0.044  0.0990

No. 3
This record from the OMol25 dataset describes a molecular structure, C25H21Cl2N6SeV at a distorted geometry. The level of theory is the ωB97M-V functional and the def2-TZVPD basis.

Output
* highest occupied orbital energy (alpha / beta): -1.761 / -1.574 eV
* total charge: -1
* spin multiplicity: 2

Last column: Löwdin charge in e.
CARTESIAN COORDINATES (ANGSTROEM)
N -1.087 0.481 1.373  -0.2066
N -0.712 -1.317 -2.056  -0.0155
N 1.591 -0.901 0.315  -0.1064
C 0.459 2.129 0.257  -0.2697
N -0.942 -2.191 0.985  -0.0330
H -2.923 1.482 1.680  0.1256
H 0.273 -0.351 2.707  0.0764
H -0.935 -3.786 -0.331  0.1059
H 1.168 0.793 -2.629  0.1020
C -3.035 1.485 -2.487  -0.0601
C -0.808 -0.381 2.557  -0.1375
N 0.437 1.296 -0.780  0.0388
C -3.717 0.350 -2.891  -0.0999
C -1.891 -3.996 2.922  -0.1080
H -1.739 -5.439 1.317  0.0952
N -3.663 -0.515 -0.659  0.1212
H 5.374 -0.518 -2.181  0.0878
C 3.605 -0.738 -1.049  -0.6175
C -4.012 -0.613 -1.939  -0.1482
C -1.047 -1.535 -3.150  -0.9191
H -2.247 -4.694 3.667  0.0857
H 0.256 1.780 2.331  0.0869
C 4.877 -0.266 -1.252  -0.1708
H 2.685 2.779 -2.768  0.1069
H -4.532 -1.520 -2.225  0.1079
C 5.514 0.527 -0.294  -0.1567
V -0.126 -0.764 -0.154  0.6656
H 5.270 1.421 1.654  0.0851
H -2.121 2.466 -0.808  0.1063
C -1.605 -4.409 1.621  -0.0906
C -2.983 0.568 -0.280  -0.2914
H 1.307 3.889 1.146  0.1150
H -3.981 0.186 -3.925  0.0835
C 1.274 3.251 0.272  -0.0278
Cl 2.848 -1.692 -2.302  0.6394
C 2.050 2.634 -1.905  -0.0437
C -1.224 -1.794 2.259  -0.2826
C -1.151 -3.500 0.690  -0.1108
H -3.017 -0.288 1.629  0.1177
H 6.517 0.897 -0.452  0.0734
C 3.548 0.332 1.076  -0.5876
C 4.818 0.816 0.877  -0.1784
H -1.136 2.583 1.611  0.1248
C 2.807 -0.481 0.135  -0.5002
C -2.554 0.584 1.167  -0.1072
H -2.773 2.256 -3.199  0.1081
Se -1.573 -1.872 -4.843  0.3913
H 2.750 4.353 -0.826  0.1043
C -2.666 1.598 -1.157  -0.0359
C 1.211 1.535 -1.839  -0.1046
H -1.864 -2.272 4.229  0.1058
C -0.401 1.783 1.459  -0.1227
C 2.082 3.501 -0.825  -0.0592
Cl 2.750 0.727 2.595  0.6509
H -1.322 0.009 3.446  0.1312
C -1.686 -2.655 3.231  -0.0511

No. 4
This record from the OMol25 dataset describes a molecular structure, C25H21ClN4O3STi at a distorted geometry. The level of theory is the ωB97M-V functional and the def2-TZVPD basis.

Output
* highest occupied orbital energy (alpha / beta): -0.552 / -2.406 eV
* total charge: -2
* spin multiplicity: 3

Last column: Löwdin charge in e.
CARTESIAN COORDINATES (ANGSTROEM)
C -0.011 4.569 -0.392  -0.1366
C -0.334 0.357 3.152  -0.0790
C -1.660 -3.587 0.673  -0.1061
C -0.217 1.162 4.216  -0.1211
H 3.986 0.002 0.542  0.0899
C -1.106 3.075 2.975  -0.1119
H -1.197 4.234 2.799  0.1272
C 3.415 -2.895 -1.884  -0.1534
C -0.747 -3.017 -1.927  -0.1913
H 2.903 3.575 0.813  0.0777
H -5.035 -0.590 -1.015  0.0698
H -0.973 -5.103 -2.348  0.0966
H 1.402 -2.316 -1.990  0.0242
Cl 0.127 -0.329 -3.414  0.0713
H 1.559 5.631 0.704  0.0960
C 2.367 -2.048 -1.623  -0.0589
H -1.937 -3.758 1.746  0.1148
C 3.817 -0.817 -0.189  -0.0448
O -4.207 1.925 -1.115  -0.3335
C 2.540 -0.902 -0.823  -0.2496
C -1.342 -2.323 0.325  -0.3362
H -3.696 -1.464 -1.876  0.0681
H 5.409 -3.579 -1.517  0.0881
C -0.579 2.591 4.199  -0.1013
H -0.179 3.224 4.975  0.0623
H 3.289 -3.810 -2.522  0.1112
C -1.086 -4.299 -1.551  -0.1213
H -0.485 -2.770 -2.949  0.0374
C 1.163 4.665 0.316  -0.1323
C -0.536 3.336 -0.874  -0.1182
Ti -0.388 0.145 -1.124  0.8227
N 1.622 0.110 -0.523  -0.1339
C 1.447 2.315 0.061  -0.3040
H -3.679 -0.944 -0.130  0.0476
H 0.234 0.830 5.147  0.0786
H -1.943 -5.593 -0.024  0.0689
C 0.224 2.164 -0.630  -0.1644
C -1.659 -4.590 -0.254  -0.1101
N -1.121 -0.077 0.853  -0.1042
C 4.638 -2.811 -1.339  -0.1768
O -3.795 0.591 -3.215  -0.3569
O -2.093 0.961 -1.729  -0.4731
C -0.911 0.806 1.949  -0.2259
H -1.542 2.624 0.983  0.0865
S -3.520 0.841 -1.798  0.3835
H 5.857 -1.718 0.053  0.0912
C -1.184 2.193 1.914  -0.0613
C -3.937 -0.708 -1.142  -0.1619
N -1.275 -1.305 1.315  0.0215
N 2.279 1.154 0.030  0.0425
C 4.866 -1.722 -0.482  -0.1182
C 1.928 3.515 0.456  -0.0756
H 0.143 -0.621 3.205  0.1044
H -0.601 5.514 -0.553  0.0972
H -1.370 3.524 -1.475  0.0739
C -0.869 -1.932 -0.975  -0.1914

| no. | E (eV) |
| --- | --- |
| 1 | -187218.164 |
| 2 | -110899.752 |
| 3 | -151286.918 |
| 4 | -84841.080 |